Run 1
{
  "formula": "C3H5N5",
  "method": "the ωB97M-V functional and the def2-TZVPD basis",
  "symbols": ["H", "N", "N", "C", "C", "N", "N", "C", "N", "H", "H", "H", "H"],
  "xyz": [[-3.47881, -0.39100, -0.11194], [-2.60722, 0.03317, 0.20771], [-1.61241, -0.43061, -0.40070], [-0.41418, 0.08091, 0.09693], [-0.04782, 0.73612, 1.23936], [1.26842, 0.90588, 1.18409], [1.81813, 0.33266, 0.06439], [0.80548, -0.15649, -0.60111], [0.90534, -0.84643, -1.79260], [-0.61309, 1.17739, 2.03382], [1.88215, 1.32817, 1.90613], [0.25616, -1.64506, -1.84801], [1.83785, -1.12471, -1.97807]],
  "nbo_charge": [0.313, -0.364, -0.123, -0.114, 0.003, -0.332, -0.333, 0.329, -0.801, 0.229, 0.418, 0.392, 0.382],
  "charge": 0,
  "multiplicity": 1,
  "e_homo_ev": -8.6,
  "molar_mass_g_mol": 111.11,
  "smiles": "[H]/N=N/c1c[nH]nc1N"
}

---

Run 2
{
  "formula": "C3H5N5",
  "method": "the ωB97M-V functional and the def2-TZVPD basis",
  "symbols": ["C", "C", "C", "H", "H", "H", "H", "H", "N", "N", "N", "N", "N"],
  "xyz": [[1.59992, 0.37526, 0.23073], [-1.89083, -0.11153, 0.37615], [-0.65535, 0.81104, -0.03734], [2.33094, -1.45232, -0.63309], [1.36963, 1.64671, 0.92972], [0.29447, -1.78255, -0.78269], [-3.02794, 0.20969, 0.13353], [-1.18684, 2.64319, -0.14128], [2.64419, -0.33023, -0.01744], [0.39821, -0.07626, 0.08658], [-0.19047, -1.35950, 0.00141], [-1.54716, -1.37078, -0.14206], [-0.46230, 2.03488, -0.34611]],
  "nbo_charge": [0.285, -0.127, 0.406, 0.292, 0.224, 0.371, 0.227, 0.360, -0.627, -0.352, -0.234, -0.130, -0.695],
  "charge": 0,
  "multiplicity": 1,
  "e_homo_ev": -9.1,
  "molar_mass_g_mol": 111.11
}

---

Which of them is most stable, and which least? Most stable: run 1; least stable: run 2.

---

Run 1
{
  "formula": "C3H5N5",
  "method": "the ωB97M-V functional and the def2-TZVPD basis",
  "symbols": ["H", "N", "C", "N", "C", "N", "C", "N", "N", "H", "H", "H", "H"],
  "xyz": [[2.05657, -2.73909, -0.48429], [1.30598, -1.96798, -0.53707], [1.58805, -1.23213, 0.48045], [1.14291, 0.10516, 0.35459], [-0.06701, 0.75576, -0.17411], [-0.65291, 1.92499, 0.27193], [-1.95821, 1.88208, -0.16953], [-2.20987, 0.64743, -0.91205], [-1.06125, 0.02105, -0.73999], [2.16050, -1.65486, 1.53418], [1.55672, 0.56307, 1.42955], [-2.59697, 2.69397, 0.08241], [-1.26450, -0.99943, -1.13607]],
  "nbo_charge": [0.347, -0.714, 0.274, -0.641, 0.468, -0.481, 0.107, -0.282, -0.351, 0.193, 0.405, 0.210, 0.466],
  "charge": 0,
  "multiplicity": 1,
  "e_homo_ev": -8.7,
  "molar_mass_g_mol": 111.11,
  "smiles": "[H]/N=C/Nc1ncn[nH]1"
}

---

Run 2
{
  "formula": "C3H5N5",
  "method": "the ωB97M-V functional and the def2-TZVPD basis",
  "symbols": ["C", "N", "C", "N", "C", "N", "N", "N", "H", "H", "H", "H", "H"],
  "xyz": [[-2.60503, -0.06183, -0.01326], [-1.36889, -0.94914, -0.36736], [-0.04418, -0.55489, -0.09437], [0.31398, 0.81171, 0.18815], [1.57634, 1.00427, -0.13642], [2.53552, -0.07534, -0.30607], [2.16465, -1.36821, 0.06296], [0.95073, -1.51195, 0.12475], [-2.67885, 0.44753, 0.96144], [-3.30483, -0.98606, 0.12829], [-2.89099, 0.94638, -0.70373], [1.96364, 1.98820, -0.04150], [3.38792, 0.30931, 0.19712]],
  "nbo_charge": [-0.480, -0.410, 0.426, -0.451, 0.254, -0.476, 0.085, -0.195, 0.202, 0.231, 0.216, 0.198, 0.400],
  "charge": 0,
  "multiplicity": 1,
  "e_homo_ev": -9.1,
  "molar_mass_g_mol": 111.11,
  "smiles": "C/N=c1\\nc[nH]nn1"
}

---

Run 3
{
  "formula": "C3H5N5",
  "method": "the ωB97M-V functional and the def2-TZVPD basis",
  "symbols": ["H", "N", "N", "C", "C", "N", "N", "C", "N", "H", "H", "H", "H"],
  "xyz": [[3.34474, -0.85933, 0.22073], [2.50660, -0.03860, 0.10553], [1.59613, -0.81013, -0.05899], [0.22286, -0.50088, -0.35251], [-0.82965, -1.33544, -0.15038], [-2.00923, -0.66424, -0.08764], [-1.85996, 0.72942, 0.19265], [-0.51548, 0.80959, -0.09614], [0.15931, 1.93475, -0.32739], [-0.82081, -2.47636, -0.14702], [-2.83451, -1.17617, 0.29275], [1.21904, 1.74935, 0.10351], [-0.17905, 2.63804, 0.30490]],
  "nbo_charge": [0.320, -0.340, -0.151, -0.129, 0.054, -0.381, -0.330, 0.337, -0.777, 0.223, 0.405, 0.395, 0.374],
  "charge": 0,
  "multiplicity": 1,
  "e_homo_ev": -8.6,
  "molar_mass_g_mol": 111.11,
  "smiles": "[H]/N=N/c1c[nH]nc1N"
}

---

Which of them is most stable, and which least? Most stable: run 1; least stable: run 2.

---

Run 1
{
  "formula": "C7H11NO",
  "method": "the ωB97M-V functional and the def2-TZVPD basis",
  "symbols": ["C", "C", "N", "C", "C", "C", "C", "C", "O", "H", "H", "H", "H", "H", "H", "H", "H", "H", "H", "H"],
  "xyz": [[-3.13466, 0.10521, 0.15406], [-1.92816, 0.21018, -0.38597], [-0.60226, -0.18119, 0.28985], [-0.72885, -0.80202, 1.59214], [0.48166, 0.51880, -0.10126], [0.57169, 1.62790, -0.83690], [1.88123, -0.30885, 0.19777], [2.70067, -0.57035, -1.04187], [2.22128, -0.67985, 1.28990], [-3.30283, -0.15477, 1.18657], [-4.02028, 0.26157, -0.44230], [-1.78987, 0.52404, -1.41196], [-1.19026, -0.11417, 2.30548], [0.24647, -1.09444, 1.97065], [-1.35619, -1.69080, 1.50056], [-0.29253, 2.22781, -1.06392], [1.52326, 1.99096, -1.18000], [3.23208, 0.33882, -1.31758], [3.43268, -1.35045, -0.83770], [2.05488, -0.85840, -1.86753]],
  "nbo_charge": [-0.468, 0.000, -0.441, -0.418, 0.126, -0.522, 0.603, -0.725, -0.539, 0.204, 0.215, 0.205, 0.185, 0.247, 0.203, 0.207, 0.208, 0.240, 0.234, 0.234],
  "charge": 0,
  "multiplicity": 1,
  "e_homo_ev": -8.1,
  "molar_mass_g_mol": 125.17,
  "smiles": "C=CN(C)C(=C)C(C)=O"
}

---

Run 2
{
  "formula": "C7H11NO",
  "method": "the ωB97M-V functional and the def2-TZVPD basis",
  "symbols": ["C", "C", "C", "C", "C", "C", "C", "N", "O", "H", "H", "H", "H", "H", "H", "H", "H", "H", "H", "H"],
  "xyz": [[-1.31041, -1.93093, -1.21702], [1.00143, -3.00501, -0.81981], [-0.09694, -2.32971, -0.78813], [-1.46271, 0.88618, 0.76195], [1.02408, 1.52571, 1.41200], [0.28825, 1.09140, -0.91596], [0.02295, 0.67607, 0.49267], [-2.40901, -1.59402, -1.29039], [0.36026, -0.67719, 0.66543], [1.88334, -2.49824, -0.42894], [1.18053, -3.99648, -1.08968], [-2.00012, 0.14443, 0.19765], [-1.53728, 0.61581, 1.81352], [-1.81738, 1.90904, 0.51822], [0.69818, 1.92252, 2.34838], [0.90186, 2.41250, 0.79632], [2.05389, 1.11967, 1.22749], [0.45742, 2.18347, -0.94041], [1.26986, 0.79623, -1.30284], [-0.50820, 0.74853, -1.44044]],
  "nbo_charge": [0.151, -0.381, 0.144, -0.646, -0.617, -0.628, 0.226, -0.237, -0.440, 0.249, 0.230, 0.229, 0.215, 0.211, 0.224, 0.208, 0.229, 0.208, 0.212, 0.211],
  "charge": 0,
  "multiplicity": 1,
  "e_homo_ev": [-9.1, -10.1],
  "molar_mass_g_mol": 125.17
}

---

Run 3
{
  "formula": "C7H11NO",
  "method": "the ωB97M-V functional and the def2-TZVPD basis",
  "symbols": ["C", "C", "C", "C", "C", "C", "C", "H", "H", "H", "H", "H", "H", "H", "H", "H", "H", "H", "N", "O"],
  "xyz": [[2.94574, 0.37480, 0.15199], [0.43598, -0.20171, -0.22878], [0.12324, 1.06396, -0.71447], [-1.33078, 1.63148, -0.47262], [-2.19014, 0.76418, 0.19579], [-1.68004, -0.63281, 0.91962], [-0.57217, -1.15616, 0.08979], [3.85085, -0.34316, -0.12769], [2.95010, 1.45980, -0.52728], [3.24620, 0.60257, 1.60501], [0.85614, 2.00698, -0.99263], [-1.58613, 2.61754, -0.63253], [-3.22728, 1.30958, 0.59440], [-2.43493, -1.29441, 1.10053], [-1.18960, -0.26123, 1.92717], [-0.16529, -1.83691, 1.00892], [-1.00849, -1.12939, -1.67591], [0.11968, -2.42270, -1.39805], [-0.83200, -1.95866, -1.05977], [1.68892, -0.59376, 0.23649]],
  "nbo_charge": [-0.306, 0.326, -0.377, -0.230, -0.210, -0.392, -0.143, 0.217, 0.238, 0.190, 0.220, 0.211, 0.202, 0.228, 0.224, 0.207, 0.361, 0.367, -0.796, -0.538],
  "charge": 0,
  "multiplicity": 1,
  "e_homo_ev": -7.8,
  "molar_mass_g_mol": 125.17
}

---

Which of them is most stable, and which least? Most stable: run 1; least stable: run 3.

---

Run 1
{
  "formula": "C7H11NO",
  "method": "the ωB97M-V functional and the def2-TZVPD basis",
  "symbols": ["C", "C", "C", "N", "C", "C", "C", "C", "O", "H", "H", "H", "H", "H", "H", "H", "H", "H", "H", "H"],
  "xyz": [[-0.95026, -1.12135, -1.72444], [-1.24359, -0.34539, -0.46376], [-0.94997, 1.15223, -0.65390], [0.51031, 1.40063, -0.73676], [-0.22084, 1.58738, 0.51293], [-0.04217, 0.48311, 1.55458], [-0.26199, -0.71949, 0.64068], [1.15594, -1.20902, 0.27927], [2.12600, -1.10724, 0.95050], [-0.98705, -2.21656, -1.56623], [-1.78645, -0.89261, -2.41426], [0.03618, -0.72838, -2.16453], [-2.26236, -0.61228, -0.15103], [-1.62615, 1.81651, -1.17867], [0.73841, 2.22361, -1.36438], [-0.28379, 2.57772, 0.85999], [1.03145, 0.55970, 1.83919], [-0.78780, 0.58020, 2.32919], [-0.71698, -1.55911, 1.21670], [1.14158, -1.66015, -0.72477]],
  "nbo_charge": [-0.620, -0.226, -0.098, -0.642, -0.066, -0.421, -0.343, 0.480, -0.532, 0.211, 0.210, 0.226, 0.216, 0.210, 0.383, 0.199, 0.251, 0.216, 0.241, 0.105],
  "charge": 0,
  "multiplicity": 1,
  "e_homo_ev": -9.3,
  "molar_mass_g_mol": 125.17,
  "smiles": "C[C@@H]1[C@@H]2N[C@@H]2C[C@@H]1C=O"
}

---

Run 2
{
  "formula": "C7H11NO",
  "method": "the ωB97M-V functional and the def2-TZVPD basis",
  "symbols": ["C", "C", "C", "C", "C", "C", "C", "H", "H", "H", "H", "H", "H", "H", "H", "H", "H", "H", "N", "O"],
  "xyz": [[0.67806, 1.61434, -0.10543], [0.33374, 0.17445, 0.01799], [1.63319, -0.48452, -0.44530], [-0.74364, -0.39309, 1.03333], [-0.68552, -0.51183, -0.99884], [-1.94705, 0.51213, -0.66917], [-1.94526, 0.65695, 0.62028], [0.79685, 1.98144, -1.02924], [0.13543, 2.50846, 0.30924], [1.67836, 1.73213, 0.52514], [1.48521, -1.67239, -0.49928], [2.05983, -0.27626, -1.42660], [2.68470, -0.54060, 1.15353], [-0.75436, -0.49505, 2.27586], [-2.09033, -1.74236, 0.11881], [-0.35773, -0.87245, -2.04266], [-2.54035, 1.11914, -1.26822], [-2.67045, 0.96390, 1.38365], [-0.99450, -1.59402, 0.14268], [2.82415, -0.11980, 0.34798]],
  "nbo_charge": [-0.651, -0.097, -0.090, -0.087, -0.085, -0.210, -0.231, 0.216, 0.224, 0.240, 0.191, 0.206, 0.457, 0.213, 0.358, 0.234, 0.211, 0.229, -0.604, -0.726],
  "charge": 0,
  "multiplicity": 1,
  "e_homo_ev": -9.1,
  "molar_mass_g_mol": 125.17
}

---

Run 3
{
  "formula": "C7H11NO",
  "method": "the ωB97M-V functional and the def2-TZVPD basis",
  "symbols": ["C", "C", "C", "C", "C", "C", "C", "N", "O", "H", "H", "H", "H", "H", "H", "H", "H", "H", "H", "H"],
  "xyz": [[1.48949, -3.09418, 1.06297], [0.40713, -3.17970, 0.50205], [0.58211, -0.48841, -0.07556], [0.52675, 1.58826, -1.32786], [-1.61271, 0.59281, -0.51521], [0.10862, 1.59129, 1.12411], [-0.20836, 0.78269, -0.21420], [-0.66725, -2.72139, -0.00891], [1.60480, -0.83738, 0.36903], [1.92436, -3.42002, 1.93006], [1.52183, 1.69113, -1.02467], [0.42483, 1.18038, -2.35923], [0.15458, 2.69294, -1.18624], [-2.04342, 0.12894, 0.30554], [-1.83024, -0.00203, -1.41667], [-2.10381, 1.44567, -0.75550], [1.26052, 1.83417, 1.21119], [-0.47782, 2.45184, 1.30751], [-0.12601, 0.82691, 1.99949], [-0.93540, -3.06392, -0.92789]],
  "nbo_charge": [-0.359, 0.175, 0.728, -0.590, -0.605, -0.597, -0.189, -0.738, -0.407, 0.207, 0.214, 0.227, 0.220, 0.229, 0.228, 0.218, 0.228, 0.225, 0.224, 0.363],
  "charge": 0,
  "multiplicity": 1,
  "e_homo_ev": [-7.9, -7.4],
  "molar_mass_g_mol": 125.17
}

---

Which of them is most stable, and which least? Most stable: run 1; least stable: run 3.

---

Run 1
{
  "formula": "C7H11NO",
  "method": "the ωB97M-V functional and the def2-TZVPD basis",
  "symbols": ["C", "C", "C", "N", "C", "C", "C", "C", "O", "H", "H", "H", "H", "H", "H", "H", "H", "H", "H", "H"],
  "xyz": [[-0.72219, 0.51448, 1.15860], [-1.63243, 1.69110, 1.40059], [0.20077, -1.80164, -1.89059], [-1.25077, -0.81152, 0.94232], [1.81157, 0.97080, 0.20902], [0.41513, -0.66795, -0.93684], [-0.78730, -0.16213, -0.27210], [1.63779, -0.17086, -0.64204], [2.99353, 1.12539, 0.73882], [3.64837, 0.40734, 0.55399], [-2.26482, -0.86390, 0.98898], [0.15705, 0.50020, 1.78852], [-1.55093, 0.19899, -0.95973], [2.52869, -0.62852, -1.09194], [-1.96522, 1.70434, 2.43900], [-1.09628, 2.61460, 1.19675], [-2.51312, 1.65366, 0.76158], [-0.61168, -1.55963, -2.57799], [1.09969, -2.01769, -2.46404], [-0.09783, -2.69707, -1.34290]],
  "nbo_charge": [-0.026, -0.630, -0.653, -0.602, 0.242, 0.163, -0.143, -0.417, -0.636, 0.434, 0.353, 0.218, 0.203, 0.178, 0.207, 0.232, 0.199, 0.223, 0.219, 0.238],
  "charge": 0,
  "multiplicity": 1,
  "e_homo_ev": -7.7,
  "molar_mass_g_mol": 125.17
}

---

Run 2
{
  "formula": "C7H11NO",
  "method": "the ωB97M-V functional and the def2-TZVPD basis",
  "symbols": ["C", "C", "C", "N", "O", "C", "C", "C", "C", "H", "H", "H", "H", "H", "H", "H", "H", "H", "H", "H"],
  "xyz": [[-3.75419, 0.11192, 0.02762], [-2.58087, -0.46907, -0.13403], [-1.35563, 0.27421, 0.16714], [-0.28476, -0.44472, 0.07864], [-0.29207, -1.67016, -0.12448], [1.28323, 0.07798, -0.03463], [1.40507, 1.58704, -0.15287], [2.22710, -0.76975, 0.83401], [2.14161, -0.93166, -0.70208], [-4.63533, -0.32952, -0.41672], [-3.87309, 1.12387, 0.47396], [-2.59478, -1.53341, -0.51814], [-1.35480, 1.24740, 0.58931], [0.61849, 1.75332, -0.89890], [2.38835, 2.13822, -0.39471], [1.16404, 1.92221, 0.85803], [1.92039, -1.62651, 1.53265], [3.06029, -0.12601, 1.20851], [2.99333, -0.58382, -1.32647], [1.52363, -1.75152, -1.06681]],
  "nbo_charge": [-0.369, -0.240, -0.085, 0.156, -0.530, 0.114, -0.654, -0.443, -0.446, 0.200, 0.186, 0.251, 0.215, 0.230, 0.241, 0.216, 0.251, 0.214, 0.221, 0.273],
  "charge": 0,
  "multiplicity": 1,
  "e_homo_ev": -8.2,
  "molar_mass_g_mol": 125.17,
  "smiles": "C=C/C=[N+](\\[O-])C1(C)CC1"
}

---

Which of them is most stable, and which least? Most stable: run 1; least stable: run 2.

---

Run 1
{
  "formula": "C4H8NO2",
  "method": "the ωB97M-V functional and the def2-TZVPD basis",
  "symbols": ["C", "N", "C", "O", "O", "C", "C", "H", "H", "H", "H", "H", "H", "H", "H"],
  "xyz": [[-6.51522, 0.31308, -0.81700], [-7.77253, -0.09437, -1.36755], [23.61020, -0.00319, -0.42963], [23.76276, -1.09881, 0.05291], [23.82451, 1.16408, -0.57177], [-6.08044, -0.38257, 0.49302], [-4.81043, 0.18086, 1.11952], [-5.60257, 0.18091, -1.45527], [-6.54586, 1.40604, -0.54359], [-7.61528, -1.03950, -1.75383], [-6.94977, -0.25431, 1.17706], [-5.96721, -1.44921, 0.27929], [-4.48782, -0.33641, 2.06887], [-3.91923, 0.08836, 0.43528], [-4.93111, 1.32504, 1.31268]],
  "nbo_charge": [-0.190, -1.115, 1.006, -0.507, -0.499, -0.451, -0.613, 0.084, 0.120, 0.261, 0.183, 0.170, 0.183, 0.183, 0.185],
  "charge": -1,
  "multiplicity": 1,
  "e_homo_ev": -1.0,
  "molar_mass_g_mol": 102.11
}

---

Run 2
{
  "formula": "C4H8NO2",
  "method": "the ωB97M-V functional and the def2-TZVPD basis",
  "symbols": ["C", "C", "C", "C", "N", "O", "O", "H", "H", "H", "H", "H", "H", "H", "H"],
  "xyz": [[-0.00418, -2.16517, 0.80143], [-2.37681, 2.14015, 0.28043], [0.42805, -0.94787, 0.27869], [2.15396, 0.55362, 0.10076], [-1.28651, 1.54125, 0.26570], [-0.42322, 1.77440, -0.73419], [1.77430, -0.84372, 0.20777], [-0.98567, -2.45276, 0.91505], [0.68340, -2.93745, 0.71570], [-2.94936, 2.83711, -0.40592], [-3.20189, 1.65390, 0.93741], [-0.13215, -0.01047, 0.02303], [2.03976, 1.10415, 1.00273], [1.54288, 1.17674, -0.54903], [3.13766, 0.63182, -0.31836]],
  "nbo_charge": [-0.599, -0.279, 0.165, -0.293, -0.155, -0.749, -0.532, 0.182, 0.173, 0.123, 0.120, 0.263, 0.170, 0.252, 0.159],
  "charge": -1,
  "multiplicity": 1,
  "e_homo_ev": -3.1,
  "molar_mass_g_mol": 102.11
}

---

Which of them is most stable, and which least? Most stable: run 1; least stable: run 2.